[1]
C14H16O | ωB97M-V/def2-TZVPD

```
31
Properties=species:S:1:pos:R:3:forces:R:3
C -1.7182 0.5625 1.9395 -0.73 -0.82 0.63
C 0.2890 4.0130 0.3817 0.58 -0.13 1.67
C -0.1833 3.0521 -0.4807 -1.08 0.19 -0.37
C 0.1507 3.8441 1.7727 0.15 -0.37 -0.96
C -0.8984 1.9609 0.0200 0.35 -0.40 0.21
C -0.5196 2.7387 2.2621 -0.58 0.19 -0.51
C -1.0208 1.7608 1.3870 0.24 0.42 0.34
H 0.8156 4.9172 0.1399 0.11 0.08 -0.88
H -0.1715 3.2214 -1.5463 0.23 -0.08 -0.17
H 0.6562 4.5624 2.4007 -0.40 0.13 0.32
H -1.3800 1.2196 -0.6143 0.33 0.20 -0.23
H -0.8674 2.7263 3.2777 0.50 -0.34 0.61
H -2.7780 0.7450 2.1137 -0.20 0.21 -0.15
H -1.3711 0.2050 2.9142 0.39 0.50 0.00
H -1.6778 -0.3416 1.3354 0.09 0.32 -0.52
C -1.1859 -4.2984 -0.0841 0.86 0.07 0.44
C 1.3012 -1.0055 -1.3369 0.41 -0.74 -0.72
C 0.9064 -1.1117 -0.0293 -0.91 0.92 0.54
C 1.1119 -2.1122 -2.1763 -0.39 0.38 -0.01
C 0.0632 -2.1544 0.3784 0.51 0.58 -0.42
C 0.3631 -3.1798 -1.7334 0.94 -0.31 -0.02
C -0.2069 -3.2075 -0.4668 -0.91 -0.19 0.04
O 1.8950 0.0984 -1.8694 0.26 0.41 0.47
H 1.0310 -0.2294 0.6079 0.05 -0.38 0.01
H 2.0063 0.7759 -1.1767 -0.14 -0.38 -0.38
H 1.4478 -2.1071 -3.2016 0.28 0.15 -0.02
H -0.4362 -2.0251 1.3202 0.04 -0.42 0.42
H 0.3710 -4.0677 -2.3513 -0.55 -0.02 -0.18
H -2.0854 -4.3299 -0.6823 -0.14 0.14 -0.35
H -1.4840 -4.1371 0.9501 -0.06 -0.23 0.09
H -0.6829 -5.2653 -0.1681 -0.21 -0.07 0.11
```
Positions in Å, forces in eV/Å.

## Properties
relative energy (zero: lowest compared OMol25 entry of this formula, charge and spin)	51.67	kJ/mol
charge	0
SMILES string	Cc1ccc(O)cc1.Cc1ccccc1
LUMO energy	0.84	eV
highest occupied orbital energy	-8.351	eV

***

[2]
C14H38N13O7 | ωB97M-V/def2-TZVPD

```
72
Properties=species:S:1:pos:R:3:forces:R:3
C 6.3275 -3.0541 2.3596 -0.39 -1.04 -0.03
O 6.3942 -1.7062 1.8630 -0.45 0.11 0.97
C 5.3368 -0.9055 2.3198 -0.95 0.54 -0.35
C 4.1109 -0.8887 1.3220 0.35 0.38 0.37
C 3.1453 0.2733 1.8059 0.11 -0.93 0.34
C 1.6643 -0.0947 1.7209 0.62 0.45 -0.13
N 0.7817 -0.0711 2.7653 -0.69 -0.47 -1.54
C -0.4755 -0.4693 2.3025 -1.23 -0.97 -1.82
C -1.8332 -0.5756 3.0644 0.54 1.56 0.31
O -2.8016 -1.2187 2.2799 0.94 -0.42 0.45
C -2.6070 -2.6412 2.2099 -0.23 -0.86 -0.97
C -0.3787 -0.7540 0.9247 0.82 1.04 3.72
N 0.9828 -0.4947 0.6367 -1.82 -0.67 -0.08
N 1.4431 -0.6416 -0.6830 0.22 0.46 -0.27
H 5.8380 -3.1356 3.3609 0.32 0.47 -0.53
H 7.3655 -3.4394 2.4915 -0.80 0.31 -0.42
H 5.7380 -3.6935 1.6426 0.92 0.63 0.84
H 4.9407 -1.2180 3.3214 0.47 0.05 -0.59
H 5.6649 0.1624 2.4347 0.09 -0.89 -0.20
H 4.5017 -0.6604 0.3084 -0.41 -0.29 0.58
H 3.5980 -1.8748 1.3193 0.33 0.60 -0.06
H 3.4123 1.2060 1.2650 -0.54 -0.52 0.32
H 3.3661 0.4201 2.8953 -0.32 0.12 -0.81
H 0.9748 0.2069 3.7219 0.23 -0.10 -0.34
H -1.7254 -0.9745 4.1016 0.05 -0.10 -0.76
H -2.1807 0.4844 3.1826 0.13 -0.85 -0.03
H -3.1510 -3.1839 3.0155 0.52 0.51 -0.31
H -1.5289 -2.9310 2.1680 -0.75 0.29 0.34
H -3.0336 -2.9632 1.2252 0.29 0.25 0.79
H -1.2069 -1.0943 0.2820 0.94 0.25 -0.02
H 1.2623 -1.6009 -0.9912 0.21 0.17 0.35
H 0.8164 -0.0540 -1.2456 0.49 -0.10 0.06
C -0.2526 4.2772 0.7654 0.03 -0.04 -0.04
O -0.9050 5.0995 0.1494 -0.04 0.04 0.08
N -0.4733 2.9355 0.6211 -0.13 -0.31 -0.11
N 0.7384 4.6140 1.6358 0.07 0.18 0.06
H 0.0449 2.2312 1.1109 -0.03 0.05 0.02
H -1.2004 2.6581 -0.0170 0.03 -0.02 0.03
H 0.9268 5.5928 1.7643 0.01 -0.06 0.00
H 1.2783 3.9403 2.1441 0.00 0.05 -0.01
C -5.1188 -1.7454 -0.7529 -0.09 0.04 -0.04
O -3.9750 -2.0231 -1.0914 0.13 0.06 0.11
N -6.1132 -1.5052 -1.6479 0.06 0.01 -0.27
N -5.4853 -1.6541 0.5553 0.04 -0.08 0.15
H -7.0520 -1.2769 -1.3801 0.03 -0.01 -0.02
H -5.8807 -1.5636 -2.6237 -0.05 -0.02 0.05
H -4.7665 -1.8280 1.2309 -0.14 0.19 0.10
H -6.4128 -1.4268 0.8606 0.03 -0.01 -0.01
C 5.9164 -4.2327 -1.3800 0.06 -0.04 -0.07
O 5.9774 -4.4995 -0.1896 -0.11 -0.11 -0.33
N 5.2084 -4.9856 -2.2678 -0.24 -0.16 0.01
N 6.5529 -3.1578 -1.9227 0.10 0.29 0.09
H 5.1528 -4.7762 -3.2469 0.03 -0.04 0.02
H 4.7251 -5.7893 -1.9089 0.07 0.02 -0.05
H 7.0875 -2.5764 -1.3011 -0.01 -0.06 -0.04
H 6.5126 -2.9276 -2.8978 0.04 -0.03 0.02
C -4.6125 4.5230 -1.4186 0.11 0.25 0.20
O -4.3300 3.4155 -1.8646 -0.07 -0.14 -0.20
N -3.7613 5.2035 -0.6141 0.01 -0.24 0.08
N -5.7901 5.1510 -1.6885 -0.24 -0.18 -0.21
H -3.9611 6.1070 -0.2284 0.03 -0.01 -0.04
H -2.8806 4.7617 -0.4054 0.17 0.35 0.01
H -6.4440 4.6724 -2.2817 0.03 0.06 0.04
H -6.0269 6.0553 -1.3265 0.02 -0.02 -0.02
C -2.5085 1.0617 -4.8620 -0.13 -0.15 0.09
O -2.1098 -0.0450 -5.1918 0.12 0.03 0.00
N -2.1441 2.2007 -5.5206 0.23 0.16 -0.23
N -3.3481 1.2615 -3.8109 -0.09 0.01 0.12
H -2.4648 3.1140 -5.2587 -0.02 -0.04 0.00
H -1.5248 2.1023 -6.3044 -0.07 0.00 0.04
H -3.6423 0.4511 -3.2958 0.02 0.04 -0.01
H -3.6799 2.1697 -3.5289 -0.04 -0.06 0.22
```
Positions in Å, forces in eV/Å.

## Properties
charge	+1
LUMO energy	-2.67	eV
highest occupied orbital energy	-11.069	eV

***

[3]
C28H28NO5RuS2 | ωB97M-V/def2-TZVPD

```
65
Properties=species:S:1:pos:R:3:forces:R:3
Ru -0.4218 -0.3982 0.0197 -0.40 -0.25 0.13
O -4.6140 -1.1779 -1.2121 0.36 0.02 0.08
C -3.4378 -1.5600 -1.1367 0.39 0.17 0.18
O -2.5064 -0.9335 -0.5036 -0.82 -0.40 -0.24
C -3.0618 -2.8587 -1.8213 0.01 -0.10 -0.06
C -4.1237 -3.6723 -2.2381 0.19 -0.05 -0.02
C -3.9212 -4.8826 -2.8816 0.10 0.11 0.06
C -2.6090 -5.2884 -3.1328 0.09 0.15 0.06
C -1.5473 -4.4918 -2.7358 -0.12 -0.02 0.01
C -1.7332 -3.2601 -2.0642 0.03 -0.13 0.05
S -0.2509 -2.3799 -1.6803 -0.08 -0.15 -0.08
H -5.1214 -3.3054 -2.0359 0.00 0.01 0.01
H -4.7632 -5.4978 -3.1849 0.05 0.04 0.02
H -2.4133 -6.2290 -3.6417 0.00 0.05 0.03
H -0.5254 -4.8053 -2.9352 -0.13 0.03 0.03
O -0.3781 -1.6991 3.9442 0.03 0.05 -0.19
C 0.1934 -0.9603 3.1471 -0.04 -0.08 -0.49
O 0.1927 -1.1503 1.8528 -0.23 -0.07 0.71
C 0.9907 0.2098 3.6906 0.12 0.14 -0.01
C 1.4088 0.0735 5.0264 -0.01 0.08 -0.22
C 2.1678 1.0322 5.6723 -0.04 0.08 -0.18
C 2.5156 2.1871 4.9613 -0.12 -0.13 -0.13
C 2.1019 2.3502 3.6529 -0.09 -0.16 0.02
C 1.3208 1.3809 2.9620 0.06 0.00 0.07
S 0.8481 1.7833 1.3211 0.24 -0.04 0.60
H 1.1080 -0.8316 5.5399 0.00 0.02 -0.03
H 2.4820 0.8895 6.7012 -0.01 0.02 -0.05
H 3.1109 2.9629 5.4340 0.00 -0.01 -0.02
H 2.3697 3.2483 3.1050 -0.03 -0.05 0.05
O 0.5212 1.8007 -2.8421 -0.99 1.99 -0.87
C 0.1045 2.8239 -1.9275 0.11 -0.68 -0.65
C -1.3807 3.1550 -2.0505 -0.18 -0.04 0.00
C -2.4075 2.0809 -1.6106 0.24 0.39 0.31
C -2.7111 2.1048 -0.1298 0.14 0.03 -0.27
C -3.5992 3.0370 0.4117 -0.04 0.07 -0.16
C -3.8579 3.0305 1.7660 -0.09 0.11 -0.04
C -3.2317 2.0883 2.5669 0.07 -0.09 0.07
C -2.3444 1.2187 1.9685 -0.18 0.12 -0.41
N -2.0935 1.2309 0.6496 0.28 0.18 0.80
H 0.7793 1.0082 -2.3831 0.29 -0.81 0.83
H 0.6598 3.7219 -2.1934 0.10 0.25 -0.02
H 0.3841 2.5858 -0.9105 0.02 -0.21 0.25
H -1.5551 3.3959 -3.1035 -0.09 -0.01 0.00
H -1.5641 4.0729 -1.4733 0.01 -0.05 -0.10
H -2.0848 1.0844 -1.8849 0.17 -0.23 -0.08
H -3.3463 2.2505 -2.1317 -0.13 0.05 -0.13
H -4.0764 3.7547 -0.2499 0.03 -0.07 0.08
H -4.5440 3.7505 2.1957 -0.03 0.01 0.00
H -3.4053 2.0279 3.6352 0.00 0.03 -0.10
H -1.8326 0.4756 2.5603 0.15 -0.08 -0.01
C 4.5419 -0.6664 0.1711 0.03 0.01 0.11
C 3.9536 -0.7119 -1.2462 -0.02 0.04 0.05
C 4.0917 -2.1281 -1.8192 -0.01 -0.10 -0.03
C 4.6910 0.2866 -2.1427 0.09 0.09 -0.10
C 2.5374 -0.3392 -1.1772 -0.07 -0.15 -0.07
C 1.3536 -0.0731 -1.0737 0.53 -0.23 0.23
H 5.6087 -0.9279 0.1468 -0.10 0.02 0.02
H 4.0166 -1.3690 0.8256 0.06 0.08 -0.09
H 4.4235 0.3325 0.6011 0.02 -0.10 -0.05
H 5.1526 -2.4003 -1.9058 -0.10 0.01 0.01
H 3.6233 -2.1884 -2.8055 0.06 0.00 0.08
H 3.5888 -2.8517 -1.1703 0.05 0.09 -0.08
H 5.7512 0.0136 -2.2109 -0.05 0.05 -0.01
H 4.6094 1.2981 -1.7333 0.01 -0.10 -0.05
H 4.2603 0.2906 -3.1490 0.05 0.00 0.11
```
Positions in Å, forces in eV/Å.

## Properties
expectation value of S²	8.77
relative energy (zero: lowest compared OMol25 entry of this formula, charge and spin)	154.38	kJ/mol
charge	-2
2S+1	6
LUMO energy (spin up / spin down)	4.65 / 4.64	eV
highest occupied orbital energy (spin up / spin down)	-1.322 / -1.670	eV

***

[4]
C8H5AlAuCl2NO3S | ωB97M-V/def2-TZVPD

```
22
Properties=species:S:1:pos:R:3:forces:R:3
Al 3.0985 5.3386 0.9783 -0.31 -2.65 3.04
Au 0.0577 2.2129 0.8212 0.49 0.09 0.26
Cl 3.2674 3.4230 2.1466 1.85 1.97 0.51
Cl 1.4791 4.0108 0.1812 -1.40 1.61 -2.50
C -0.6324 0.4469 1.1222 -3.55 -7.41 0.41
C 4.8253 6.3784 2.1545 2.63 2.18 1.76
C 1.9112 6.9976 1.7878 -2.43 5.08 3.96
O -1.0744 -0.6729 1.1678 3.13 7.56 -0.19
O 5.5833 6.9355 2.8087 -3.02 -2.40 -2.57
O 1.4542 7.8488 2.4507 2.68 -5.31 -4.25
S 0.4702 -1.5075 -1.4764 0.77 0.04 -0.42
C -0.6251 -2.7467 -1.4194 -1.29 -0.46 0.22
N -0.6873 -3.6254 -0.3560 -1.02 0.59 -0.78
C -1.7638 -4.4746 -0.2235 4.15 0.76 1.73
C -2.6468 -4.6030 -1.2388 -1.60 0.34 -2.11
C -2.6805 -3.6699 -2.3095 -0.86 -0.92 1.55
C -1.6906 -2.7259 -2.3865 0.52 0.01 -0.22
H 0.0388 -3.4697 0.3500 -0.48 -0.82 0.26
H -1.7238 -5.0532 0.6961 -0.36 -0.15 -0.12
H -3.3502 -5.4139 -1.1647 -0.48 -0.09 -0.08
H -3.5905 -3.6340 -2.9019 0.38 -0.13 -0.52
H -1.7204 -1.9958 -3.1884 0.23 0.11 0.06
```
Positions in Å, forces in eV/Å.

## Properties
expectation value of S²	2.04
relative energy (zero: lowest compared OMol25 entry of this formula, charge and spin)	170.11	kJ/mol
charge	+4
2S+1	3
LUMO energy (spin up / spin down)	-14.82 / -17.05	eV
highest occupied orbital energy (spin up / spin down)	-21.478 / -21.478	eV

***

Number 1: DFT total energy -618.29631 hartree. Number 2: DFT total energy -1794.66934 hartree. Number 3: DFT total energy -2405.97001 hartree. Number 4: DFT total energy -2283.29494 hartree.